Entry 1:
Density functional theory data (wB97M-V/def2-TZVPD) for a 2-piece molecular cluster, C23H27N5O overall in a non-equilibrium geometry.

The geometry in XYZ format:
```
56
Properties=species:S:1:pos:R:3
C 1.42905 -2.23594 4.88451
N 0.16633 -1.56142 4.65352
C -0.93449 -2.04208 5.46291
C -0.06803 -0.83052 3.49466
C -1.05003 -1.25580 2.56472
C -1.29358 -0.51587 1.41178
C -0.69404 0.74698 1.22004
C -1.01318 1.61858 0.08801
C -2.29772 1.77983 -0.37485
C -2.61950 2.84179 -1.23862
N -2.89280 3.77571 -1.88957
C -3.39742 0.96564 -0.00894
N -4.35314 0.34785 0.28801
C 0.29074 1.15933 2.15162
C 0.67407 0.35500 3.21079
H 2.22805 -1.80113 4.27272
H 1.68765 -2.14882 5.94723
H 1.34232 -3.31132 4.64897
H -1.77933 -1.35318 5.39505
H -1.26135 -3.04361 5.15796
H -0.60477 -2.09708 6.50352
H -1.62037 -2.16897 2.77447
H -1.99536 -0.90791 0.66838
H -0.27277 2.38370 -0.13854
H 0.71961 2.16080 2.02732
H 1.44575 0.68118 3.90956
C 3.59065 -0.98032 -0.40423
C 2.14479 -1.30139 -0.09965
N 1.17828 -1.01392 -1.18266
C 1.04831 -2.03848 -2.22759
C -0.12814 -2.96869 -1.99163
C 0.90084 0.32816 -1.44795
C -0.36493 0.59750 -2.09493
N -0.47693 1.67396 -2.96739
C 0.31243 2.80180 -2.83103
C 0.06681 3.92255 -3.59913
C -0.97928 3.93320 -4.51207
C -1.72277 2.75918 -4.69573
C -1.46508 1.63691 -3.93635
O 1.64052 1.21269 -0.97885
H 4.18883 -1.24426 0.47279
H 3.95150 -1.56075 -1.25879
H 3.70494 0.08879 -0.59723
H 2.01604 -2.37385 0.09764
H 1.81501 -0.73644 0.78657
H 0.96297 -1.54200 -3.20754
H 1.99309 -2.60359 -2.22091
H -0.08175 -3.79479 -2.70741
H -0.09315 -3.38177 -0.97642
H -1.08012 -2.44523 -2.12155
H -1.03706 -0.24515 -2.31406
H 1.13432 2.72415 -2.12175
H 0.72385 4.77806 -3.45004
H -1.25907 4.84442 -5.05245
H -2.52886 2.69994 -5.41260
H -1.99171 0.68660 -4.03227
```

For the energy, the calculation gives -33783.8977 eV. As for the total charge: 0.

Entry 2:
Density functional theory data (wB97M-V/def2-TZVPD) for one molecule with the formula C23H27N5O2.

The geometry in XYZ format:
```
57
Properties=species:S:1:pos:R:3
C -7.35542 -3.12440 0.35166
C -6.13362 -2.55885 1.07214
N -5.72575 -1.30239 0.50514
C -5.00763 -1.09938 -0.61876
C -4.91953 0.26517 -0.80997
C -4.21540 1.00490 -1.90903
N -2.84645 1.42502 -1.68111
C -1.84508 0.39179 -1.58897
C -1.67503 -0.20481 -0.18309
C -1.36260 0.90522 0.83059
C 0.03382 1.48635 0.61055
O 0.25073 2.62671 0.27198
N 1.01389 0.56782 0.86802
C 2.39990 0.70106 0.75504
C 3.18839 -0.39961 1.08731
C 4.56352 -0.34110 0.99093
C 5.17471 0.82637 0.54732
O 6.54189 0.97439 0.49297
C 7.32775 -0.04518 0.04845
C 8.65939 -0.06199 0.46209
C 9.49193 -1.05571 -0.01719
C 8.96717 -1.99521 -0.89318
N 7.71010 -1.97487 -1.30046
C 6.91022 -1.02865 -0.84945
C 4.39432 1.93112 0.22747
C 3.01896 1.87380 0.33009
C -2.44266 1.98700 0.73598
C -2.62236 2.47313 -0.70976
C -5.64468 0.79960 0.27007
N -6.11979 -0.15473 1.04682
H -8.18114 -2.42034 0.41441
H -7.65728 -4.06168 0.81069
H -7.13120 -3.30441 -0.69736
H -5.29845 -3.26351 1.01164
H -6.37153 -2.37171 2.12142
H -4.61580 -1.91607 -1.19275
H -4.78573 1.91056 -2.13964
H -4.20664 0.37452 -2.80520
H -2.09134 -0.40060 -2.30024
H -0.89026 0.83898 -1.89307
H -2.60062 -0.69791 0.11925
H -0.88340 -0.95767 -0.20870
H -1.37451 0.47941 1.84350
H 0.71112 -0.34232 1.18652
H 2.72020 -1.31169 1.43098
H 5.16294 -1.19687 1.26477
H 9.01116 0.69962 1.14120
H 10.52695 -1.09934 0.28433
H 9.57486 -2.79496 -1.29334
H 5.89551 -1.04590 -1.22639
H 4.88102 2.83626 -0.09945
H 2.41891 2.73203 0.08042
H -2.16173 2.83842 1.35712
H -3.38091 1.57663 1.11334
H -3.45521 3.17701 -0.75845
H -1.71069 2.99966 -1.00803
H -5.83691 1.82932 0.49934
```

For the energy, the calculation gives -35834.4876 eV. As for the total charge: 0.

Orbital gap values, unit hartree, following the record order: 0.240 0.314.
Energy above the lowest of the compared OMol25 structures with the same formula, charge and spin values, unit kcal per mole, following the record order: 96.9 68.9.